## P
An isolated molecule of C3H3Br2N, computed with ωB97M-V/def2-TZVPD.

Values from the calculation:
LUMO energy (alpha / beta)   -0.6 / -1.2 eV

Geometry as XYZ:
```
9
C3H3Br2N ωB97M-V/def2-TZVPD
C -0.27 0.29 -1.05
C -0.24 -0.70 0.04
C 0.55 0.21 0.99
N 0.23 1.40 -0.88
Br -0.86 -0.24 -2.90
Br -0.16 0.99 2.58
H -1.23 -0.85 0.36
H 0.43 -1.46 -0.08
H 1.55 0.36 0.94
```

---

## Q
A cluster of 2 separate species, C3H3Br2N in total, computed with ωB97M-V/def2-TZVPD.

Values from the calculation:
LUMO energy   -0.5 eV
Structure (SMILES)   C=C(Br)C#N.Br

Geometry as XYZ:
```
9
C3H3Br2N ωB97M-V/def2-TZVPD
C -0.61 -0.36 -1.19
C -0.07 1.19 0.61
C -0.81 0.22 0.04
N -0.25 -0.71 -2.23
Br 2.17 -1.52 0.67
Br -2.22 -0.78 1.00
H 0.70 1.67 -0.02
H -0.30 1.64 1.54
H 1.39 -1.35 -0.42
```

---

Order of stability, best first: Q, P